1.
The following is a DFT calculation (ωB97M-V/def2-TZVPD) of a cluster of 7 separate species, C36H43ClIN9O5P2 in total.

Element x y z (Å)
N1 -2.85 -1.49 2.31
C1 -1.80 -2.30 1.62
N2 -1.75 -1.76 0.26
N3 -2.15 -3.70 1.63
C2 -0.53 -2.03 2.39
C3 0.67 -2.96 2.04
P1 1.25 -3.60 3.69
O1 2.12 -4.92 3.29
Cl1 -0.47 -4.45 4.57
C4 1.74 -1.96 1.52
O2 2.25 -1.09 2.07
O3 1.99 -2.20 0.19
C5 1.89 -3.58 0.02
O4 1.61 -3.91 -1.29
I1 3.73 -4.60 0.53
C6 0.61 -3.90 0.79
P2 0.14 -5.69 0.99
O5 -1.01 -6.03 0.16
H1 -3.23 -2.02 3.08
H2 -3.62 -1.39 1.65
H3 -0.76 -1.61 0.06
H4 -2.09 -0.80 0.36
H5 -2.86 -3.91 0.96
H6 -2.40 -4.03 2.55
H7 -0.73 -2.02 3.45
H8 -0.25 -1.01 2.16
H9 2.47 -5.32 4.09
H10 2.43 -4.14 -1.74
H11 -0.16 -3.60 0.09
H12 -0.17 -5.95 2.34
H13 1.28 -6.44 0.63
N4 -0.12 3.45 4.98
C7 1.14 3.57 4.56
C8 1.85 2.55 3.95
C9 1.22 1.32 3.77
C10 -0.09 1.18 4.20
C11 -0.71 2.27 4.80
H14 1.59 4.54 4.72
H15 2.87 2.70 3.62
H16 1.75 0.50 3.29
H17 -0.62 0.24 4.09
H18 -1.73 2.20 5.15
N5 -1.42 3.81 0.28
C12 -1.26 3.70 -1.04
C13 -0.29 2.91 -1.63
C14 0.56 2.19 -0.81
C15 0.41 2.29 0.56
C16 -0.60 3.11 1.05
H19 -1.94 4.28 -1.64
H20 -0.21 2.86 -2.71
H21 1.33 1.56 -1.23
H22 1.05 1.74 1.24
H23 -0.76 3.21 2.12
N6 7.00 -4.09 -1.30
C17 7.53 -4.15 -0.08
C18 8.88 -4.28 0.17
C19 9.75 -4.34 -0.91
C20 9.22 -4.28 -2.19
C21 7.84 -4.15 -2.33
H24 6.82 -4.10 0.74
H25 9.26 -4.32 1.18
H26 10.81 -4.44 -0.76
H27 9.86 -4.33 -3.06
H28 7.39 -4.09 -3.31
N7 -5.83 5.68 5.70
C22 -4.96 6.07 6.63
C23 -3.62 5.71 6.65
C24 -3.15 4.89 5.64
C25 -4.04 4.46 4.66
C26 -5.36 4.88 4.74
H29 -5.37 6.72 7.41
H30 -2.96 6.07 7.43
H31 -2.11 4.58 5.61
H32 -3.72 3.82 3.85
H33 -6.08 4.58 3.99
N8 -2.04 0.47 -3.38
C27 -2.01 -0.77 -2.89
C28 -2.35 -1.90 -3.62
C29 -2.74 -1.74 -4.94
C30 -2.78 -0.46 -5.47
C31 -2.42 0.61 -4.65
H34 -1.71 -0.85 -1.86
H35 -2.30 -2.88 -3.17
H36 -3.01 -2.59 -5.55
H37 -3.08 -0.28 -6.50
H38 -2.43 1.62 -5.03
N9 -1.94 3.02 -7.21
C32 -0.93 3.08 -8.08
C33 -0.90 3.92 -9.18
C34 -1.99 4.75 -9.40
C35 -3.05 4.70 -8.51
C36 -2.97 3.83 -7.44
H39 -0.10 2.41 -7.87
H40 -0.05 3.92 -9.85
H41 -2.01 5.42 -10.25
H42 -3.92 5.33 -8.65
H43 -3.78 3.76 -6.72

net charge = 0
LUMO level = -0.12 eV
structure (SMILES) = NC(N)(N)C[C@]1(P(O)Cl)C(=O)O[C@@](O)(I)[C@H]1[PH2]=O.c1ccncc1.c1ccncc1.c1ccncc1.c1ccncc1.c1ccncc1.c1ccncc1



2.
The following is a DFT calculation (ωB97M-V/def2-TZVPD) of a structure of composition C36H43CoN4O3PS.

Element x y z (Å)
Co1 -0.90 0.16 0.51
N1 0.83 2.00 3.97
C1 0.27 1.65 2.80
S1 -0.37 0.04 2.66
N2 0.29 2.54 1.84
N3 -0.27 2.07 0.69
C2 -0.20 2.77 -0.37
C3 0.50 4.07 -0.46
C4 -0.20 5.26 -0.63
C5 0.48 6.46 -0.72
C6 1.86 6.49 -0.65
C7 2.57 5.30 -0.49
C8 1.89 4.10 -0.38
C9 -0.77 2.14 -1.56
C10 -0.71 2.75 -2.81
C11 -1.27 2.11 -3.90
C12 -1.90 0.89 -3.70
C13 -1.91 0.35 -2.43
N4 -1.35 0.93 -1.38
H1 0.75 1.40 4.76
H2 1.08 2.97 4.11
H3 -1.29 5.24 -0.68
H4 -0.08 7.38 -0.85
H5 2.39 7.43 -0.73
H6 3.65 5.32 -0.44
H7 2.43 3.17 -0.25
H8 -0.22 3.71 -2.91
H9 -1.22 2.55 -4.89
H10 -2.36 0.35 -4.51
H11 -2.40 -0.60 -2.25
O1 1.98 0.79 -0.36
C14 2.59 -0.50 -0.34
C15 1.49 -1.62 -0.38
O2 1.88 -2.77 -0.55
O3 0.26 -1.28 -0.29
C16 3.46 -0.61 -1.59
C17 3.50 0.43 -2.52
C18 4.32 0.34 -3.64
C19 5.11 -0.77 -3.84
C20 5.07 -1.81 -2.92
C21 4.26 -1.73 -1.80
C22 3.47 -0.61 0.91
C23 4.24 0.50 1.25
C24 5.06 0.48 2.37
C25 5.13 -0.65 3.17
C26 4.37 -1.77 2.82
C27 3.55 -1.75 1.70
H12 1.83 1.05 0.56
H13 2.89 1.30 -2.36
H14 4.33 1.16 -4.35
H15 5.75 -0.84 -4.71
H16 5.69 -2.69 -3.07
H17 4.22 -2.54 -1.09
H18 4.21 1.38 0.63
H19 5.64 1.36 2.62
H20 5.77 -0.67 4.04
H21 4.42 -2.66 3.43
H22 2.97 -2.62 1.44
C28 -5.55 -1.57 1.00
C29 -4.28 -0.75 0.81
C30 -4.49 0.24 -0.34
P1 -2.61 -1.57 0.73
C31 -2.52 -2.77 -0.69
C32 -3.86 -3.27 -1.23
C33 -1.55 -3.94 -0.48
C34 -2.55 -2.63 2.27
C35 -3.33 -3.95 2.24
C36 -2.97 -1.84 3.52
H23 -6.41 -0.89 1.05
H24 -5.54 -2.15 1.92
H25 -5.73 -2.26 0.17
H26 -4.14 -0.15 1.72
H27 -4.66 -0.27 -1.29
H28 -3.64 0.91 -0.46
H29 -5.37 0.85 -0.14
H30 -2.03 -2.17 -1.47
H31 -4.41 -3.84 -0.48
H32 -3.69 -3.93 -2.08
H33 -4.50 -2.45 -1.57
H34 -1.98 -4.74 0.13
H35 -0.60 -3.62 -0.07
H36 -1.34 -4.37 -1.46
H37 -1.48 -2.86 2.35
H38 -4.40 -3.79 2.13
H39 -3.18 -4.46 3.20
H40 -3.01 -4.64 1.46
H41 -4.06 -1.74 3.55
H42 -2.54 -0.85 3.58
H43 -2.67 -2.40 4.41

spin multiplicity = 2
net charge = 0
LUMO level (alpha / beta) = -0.51 / -0.69 eV



3.
The following is a DFT calculation (ωB97M-V/def2-TZVPD) of a cluster of 11 separate species, C36H43F5N6O12 in total.

Element x y z (Å)
C1 0.50 2.90 -9.11
N1 -0.02 4.08 -9.88
O1 0.42 4.12 -11.04
O2 -0.90 4.69 -9.36
H1 -0.03 2.02 -9.47
H2 0.20 2.98 -8.06
H3 1.55 2.81 -9.41
C2 -2.32 -6.90 6.22
N2 -2.89 -6.92 4.80
O3 -2.81 -7.98 4.17
O4 -3.16 -5.82 4.28
H4 -2.13 -5.87 6.53
H5 -1.41 -7.48 6.38
H6 -3.05 -7.41 6.85
C3 -7.20 -5.65 -0.77
N3 -8.10 -5.86 -1.92
O5 -9.02 -5.03 -1.97
O6 -7.90 -6.81 -2.61
H7 -6.76 -6.60 -0.47
H8 -7.83 -5.17 -0.02
H9 -6.44 -4.95 -1.11
C4 -5.53 1.65 -7.13
N4 -5.01 0.33 -6.63
O7 -5.86 -0.54 -6.38
O8 -3.83 0.31 -6.52
H10 -4.90 1.66 -8.02
H11 -5.22 2.38 -6.38
H12 -6.60 1.63 -7.35
C5 -1.94 8.71 -0.07
N5 -2.71 8.34 1.13
O9 -3.60 7.52 0.97
O10 -2.50 8.93 2.19
H13 -1.55 7.76 -0.44
H14 -1.19 9.46 0.19
H15 -2.68 9.08 -0.78
C6 4.65 -3.05 -3.82
N6 4.08 -2.12 -4.83
O11 4.29 -0.95 -4.84
O12 3.46 -2.74 -5.74
H16 5.06 -2.33 -3.12
H17 5.39 -3.81 -4.07
H18 3.76 -3.52 -3.38
F1 3.78 10.61 -2.28
C7 4.32 9.32 -2.38
C8 4.80 8.62 -1.28
C9 5.31 7.29 -1.43
C10 5.37 6.72 -2.71
C11 4.99 7.44 -3.81
C12 4.43 8.70 -3.61
H19 4.82 9.11 -0.31
H20 5.72 6.77 -0.58
H21 5.92 5.79 -2.74
H22 5.18 7.11 -4.82
H23 3.90 9.17 -4.43
F2 -1.52 -7.10 -3.05
C13 -2.32 -7.88 -3.84
C14 -2.90 -7.30 -4.93
C15 -3.57 -8.15 -5.84
C16 -3.69 -9.49 -5.67
C17 -3.02 -10.09 -4.63
C18 -2.37 -9.31 -3.63
H24 -2.85 -6.22 -5.01
H25 -4.01 -7.63 -6.68
H26 -4.16 -10.13 -6.41
H27 -2.95 -11.17 -4.62
H28 -1.83 -9.86 -2.87
F3 -1.58 0.24 3.01
C19 -1.07 0.68 1.81
C20 -1.08 -0.12 0.66
C21 -0.42 0.34 -0.45
C22 0.08 1.63 -0.44
C23 0.22 2.37 0.69
C24 -0.47 1.93 1.82
H29 -1.47 -1.13 0.62
H30 -0.44 -0.30 -1.32
H31 0.51 1.98 -1.37
H32 0.83 3.26 0.66
H33 -0.47 2.46 2.76
F4 3.31 -4.05 4.04
C25 4.63 -3.84 3.80
C26 5.49 -4.62 4.56
C27 6.86 -4.45 4.44
C28 7.43 -3.47 3.63
C29 6.48 -2.79 2.82
C30 5.12 -2.89 2.90
H34 5.07 -5.35 5.24
H35 7.50 -5.02 5.11
H36 8.49 -3.44 3.41
H37 6.85 -2.13 2.06
H38 4.41 -2.26 2.38
F5 -1.73 3.89 13.98
C31 -0.77 4.21 13.06
C32 0.08 5.31 13.35
C33 1.06 5.62 12.37
C34 1.04 4.95 11.18
C35 0.28 3.87 10.89
C36 -0.63 3.48 11.83
H39 0.14 5.72 14.35
H40 1.72 6.45 12.58
H41 1.76 5.38 10.51
H42 0.43 3.28 10.00
H43 -1.31 2.67 11.60

ΔE to the lowest compared entry with this formula, charge and spin = 217.8 kJ/mol
net charge = 0
LUMO level = -0.12 eV
structure (SMILES) = C[N+](=O)[O-].C[N+](=O)[O-].C[N+](=O)[O-].C[N+](=O)[O-].C[N+](=O)[O-].C[N+](=O)[O-].Fc1ccccc1.Fc1ccccc1.Fc1ccccc1.Fc1ccccc1.Fc1ccccc1



Looking at E for the records above, in order, we have -100878.5345; -107885.7633; -85106.4899 eV.
Looking at max |F| for the records above, in order, we have 4.50; 1.00; 5.14 eV Å⁻¹.